1.
{"formula": "C5H10N2O2S", "method": "the ωB97M-V functional and the def2-TZVPD basis", "symbols": ["S", "O", "O", "N", "N", "C", "C", "C", "C", "C", "H", "H", "H", "H", "H", "H", "H", "H", "H", "H"], "coordinates": [[-0.639755, -0.027720, 1.817445], [0.448974, -2.318651, -1.909026], [-1.665576, -1.655235, -1.129175], [0.136080, 0.534226, 0.462740], [-0.119179, 1.709063, 0.172682], [-0.528586, -1.743035, -1.327934], [0.796794, -1.320615, -0.777342], [-2.016747, 1.273326, 1.938898], [1.523256, -2.155420, 0.254959], [0.546066, 2.189813, -1.020269], [-2.092194, 1.468545, 2.911183], [1.795345, -1.625571, 1.127212], [1.309035, 1.543961, -1.417494], [0.757877, 3.209269, -0.970988], [0.890658, -3.002835, 0.488538], [2.348396, -2.609823, -0.298951], [1.468459, -0.611437, -1.230440], [-0.373861, 2.103299, -1.817535], [-2.885539, 0.979180, 1.399631], [-1.699504, 2.059660, 1.325869]], "atomic_forces_ev_per_a": [[-2.1, 0.4, 0.8], [0.0, -1.9, -2.2], [-3.2, -0.4, -0.6], [0.7, 1.9, 0.2], [0.8, -0.2, -0.6], [3.3, 2.1, 2.4], [1.0, -1.2, -0.6], [1.4, -2.5, -3.0], [-1.0, -0.7, -1.4], [-3.7, -2.1, -2.4], [-0.8, 1.0, 3.8], [0.5, 0.5, 0.8], [0.6, 0.0, 0.1], [0.6, 1.5, 0.3], [-0.2, -0.1, 0.5], [0.4, 0.3, 0.4], [-0.5, 0.5, -0.1], [2.2, 0.4, 1.5], [-0.9, -1.0, 0.2], [0.9, 1.5, 0.0]], "max_force_ev_per_a": 4.9, "e_homo_ev": -8.890, "total_charge": 0, "smiles": "C[C@H]1OC1=O.C/N=N/SC", "de_lowest_kj_mol": 364.8}



2.
{"formula": "C23H32BBr2F2N4O2", "method": "the ωB97M-V functional and the def2-TZVPD basis", "symbols": ["Br", "Br", "F", "F", "O", "O", "N", "N", "N", "N", "C", "C", "C", "C", "C", "C", "C", "C", "C", "C", "C", "C", "C", "C", "C", "C", "C", "C", "C", "C", "C", "C", "C", "B", "H", "H", "H", "H", "H", "H", "H", "H", "H", "H", "H", "H", "H", "H", "H", "H", "H", "H", "H", "H", "H", "H", "H", "H", "H", "H", "H", "H", "H", "H", "H", "H"], "coordinates": [[3.613720, -1.698238, -2.647602], [4.459933, -0.900967, 0.413216], [-1.911526, 5.818410, -1.768710], [-3.027620, -10.461674, -1.691776], [0.614569, -4.183838, 1.273648], [0.156468, -4.038786, -1.129118], [0.122512, 0.941691, 0.640723], [0.971599, 4.585847, 0.447221], [1.293516, -0.989498, -0.420439], [2.438533, 1.114993, -0.106247], [-2.408789, 6.403209, -0.663131], [0.010845, 0.230471, 1.942970], [-3.426451, 7.604903, 1.608628], [-2.119973, 7.870827, 1.209233], [-0.273983, -1.311131, 1.637761], [-1.606839, 7.262114, 0.069451], [3.669904, 0.273307, -2.244714], [-1.759378, -7.099531, -1.270423], [-0.641839, 1.037951, 4.299181], [-0.928677, -9.734464, -0.913597], [-2.196045, -9.452322, -1.396925], [0.142388, -1.752181, 0.156417], [1.525777, 3.528588, -0.441437], [-0.481322, -7.370921, -0.789751], [2.553718, 1.056882, -3.071294], [2.396701, 2.511237, 0.418438], [-3.711944, 6.135414, -0.278971], [-0.065005, -8.687152, -0.613758], [-4.221296, 6.736115, 0.867035], [3.712734, 0.613165, -0.678065], [-2.620287, -8.146300, -1.581036], [-1.028377, 0.906598, 2.941935], [1.332395, 0.388130, 0.020439], [0.321428, -3.371044, 0.134065], [0.967161, -3.995105, -1.671638], [-0.624906, -10.764964, -0.774622], [-3.825062, 8.076654, 2.500095], [-1.396807, -1.514116, 1.754579], [0.039399, 0.216470, 4.690358], [1.020400, 0.267898, 2.484447], [0.932071, -8.897188, -0.243198], [-2.083269, -6.073198, -1.403405], [-1.502955, 8.550689, 1.785583], [1.149469, -1.017265, -1.445158], [3.036910, 1.338211, -4.071353], [4.484290, 1.446044, -0.553054], [0.190549, -6.553289, -0.552141], [-0.769649, -1.526782, -0.508475], [1.984826, 2.462540, 1.486061], [-4.319248, 5.463340, -0.873372], [0.619456, 2.961771, -0.856559], [2.213488, 2.030375, -2.607616], [3.433622, 2.982933, 0.534841], [-0.187672, -4.723817, 1.454869], [0.492071, 5.291891, -0.132610], [-0.702361, 0.821569, 0.042734], [-3.615587, -7.955062, -1.963944], [0.221738, -1.933404, 2.460826], [2.091797, 3.995443, -1.314097], [-2.043668, 1.301034, 2.604000], [1.725549, 5.068666, 0.950146], [-5.237433, 6.526806, 1.181527], [1.688807, 0.364323, -3.355184], [-0.979347, 1.906633, 4.944201], [-0.589175, 7.451039, -0.252860], [4.678147, 0.608054, -2.668348]], "atomic_forces_ev_per_a": [[-0.1, 1.2, -0.2], [-0.4, 1.2, -0.3], [0.1, -0.1, -0.1], [0.0, 0.0, 0.0], [-1.8, 1.6, -1.3], [0.8, 1.1, 1.4], [2.5, -0.1, 0.1], [0.5, -0.2, -0.5], [-0.7, 2.3, 0.4], [-0.9, -0.3, 0.2], [-0.4, 0.4, 0.7], [-0.9, -1.6, 1.4], [0.0, 0.0, 0.0], [-0.2, -0.2, -0.1], [-0.3, 0.0, 0.7], [0.2, 0.0, -0.1], [0.5, 0.7, -0.3], [0.2, -0.3, 0.1], [-0.6, -0.5, -2.9], [0.1, -0.2, 0.0], [0.4, 0.5, 0.1], [-1.8, 0.3, 1.1], [-0.8, -0.3, -0.3], [0.0, 0.1, 0.1], [0.4, -0.5, -1.0], [-0.1, 1.9, 1.2], [-0.1, -0.2, -0.1], [-0.3, 0.1, -0.1], [0.3, 0.1, 0.0], [0.9, -0.1, -0.5], [-0.2, 0.0, -0.1], [1.1, 0.5, 2.4], [-1.2, -1.2, -0.9], [0.8, -1.8, -0.9], [-0.6, -0.1, 0.2], [-0.1, 0.0, 0.0], [0.0, 0.0, -0.1], [1.5, 0.3, -0.3], [-0.2, 1.8, -0.4], [-1.3, 0.3, -1.0], [-0.1, 0.0, 0.0], [0.0, -0.1, 0.0], [0.0, -0.1, -0.1], [1.0, -0.1, 0.5], [-0.8, -0.4, 1.4], [-1.3, -1.2, -0.1], [-0.1, -0.1, -0.1], [1.1, -0.5, 0.9], [0.3, 0.2, -1.6], [0.1, 0.0, 0.0], [1.4, 0.8, 0.4], [0.3, -1.3, -0.3], [-1.2, -1.3, -0.4], [1.0, -0.1, -0.1], [0.3, -0.5, 0.5], [0.5, -0.3, 0.2], [0.0, -0.1, 0.0], [-0.5, 0.7, -1.4], [-0.3, -0.9, 1.0], [1.9, 0.0, 0.0], [-0.4, -0.2, -0.3], [0.1, 0.0, -0.1], [1.0, 1.1, 0.7], [-0.2, -1.8, -0.6], [-0.1, 0.1, 0.0], [-1.4, -0.7, 0.8]], "max_force_ev_per_a": 3.0, "e_homo_ev": -10.743, "total_charge": 1}



3.
{"formula": "C17H32Br4I2NO4P", "method": "the ωB97M-V functional and the def2-TZVPD basis", "symbols": ["I", "I", "Br", "Br", "Br", "Br", "P", "O", "O", "O", "O", "N", "C", "C", "C", "C", "C", "C", "C", "C", "C", "C", "C", "C", "C", "C", "C", "C", "C", "H", "H", "H", "H", "H", "H", "H", "H", "H", "H", "H", "H", "H", "H", "H", "H", "H", "H", "H", "H", "H", "H", "H", "H", "H", "H", "H", "H", "H", "H", "H", "H"], "coordinates": [[-6.745779, 3.432516, 1.483438], [-7.094173, 0.525504, 3.643185], [3.653401, -6.128782, -3.206836], [3.052176, -2.770591, -4.664668], [1.149854, -1.782491, -1.020189], [4.786158, -2.182828, -0.990567], [-2.309664, 1.514033, -2.523587], [-1.716497, 0.912442, -3.739336], [-3.598745, 1.474729, 0.138866], [-0.358190, 1.875471, -0.705937], [3.116399, 0.084274, 2.060219], [1.266717, 1.363106, 1.646081], [2.546911, 0.878976, 1.341676], [0.643806, 0.672981, 2.785039], [-1.450937, 1.014552, -0.962182], [-4.188428, 0.073817, 2.906905], [-0.631951, 3.149823, -0.142055], [-0.261947, 3.306670, 1.330752], [3.437242, -3.207785, -0.042834], [4.046760, -4.277940, -5.374896], [-5.330164, 1.027649, 2.661354], [-2.374117, 0.756178, 0.228945], [-5.211244, 2.087417, 1.871269], [-3.908362, 2.411059, 1.159778], [3.397085, -5.599595, -5.061303], [1.132132, 2.818023, 1.697934], [2.206458, -3.410013, -0.890837], [0.108868, -0.705467, 2.369517], [3.121188, 1.339987, 0.022637], [5.051283, -4.210276, -4.968434], [3.660882, 2.282065, 0.146085], [-2.229289, 2.920044, -2.484092], [1.847583, 3.274371, 1.011994], [-4.420597, -0.636262, 3.694416], [-1.001501, 2.873666, 2.007257], [-3.663837, 1.194935, -2.343670], [-2.603861, -0.312603, 0.256512], [2.453168, -3.696829, -1.907472], [3.896576, -4.167098, 0.185750], [2.325705, -5.580319, -5.234093], [-3.289837, 0.621418, 3.206240], [-1.844191, 0.997220, 1.154155], [3.227431, -2.669564, 0.877832], [1.397687, 3.173332, 2.702714], [0.416406, -0.884000, 1.337826], [0.532805, -1.501215, 2.980025], [-0.287366, 4.385884, 1.518884], [3.796904, 0.574720, -0.346560], [-0.981241, -0.753923, 2.397809], [4.076362, -4.129760, -6.452153], [-4.009261, 3.389203, 0.687113], [2.318711, 1.510939, -0.695277], [3.851589, -6.391070, -5.652610], [1.370180, 0.558370, 3.592714], [-0.170428, 1.306238, 3.137688], [1.551911, -4.156048, -0.445502], [-1.001276, 0.063681, -1.263804], [-0.031783, 3.863620, -0.714833], [-3.955652, -0.478372, 1.997587], [-3.092060, 2.483713, 1.886990], [-1.677938, 3.440235, -0.293458]], "atomic_forces_ev_per_a": [[-0.1, 0.1, 0.0], [-0.1, 0.0, 0.0], [0.0, 0.0, 0.0], [0.0, 0.0, 0.0], [0.1, 0.0, -0.3], [0.1, 0.0, 0.0], [0.2, -0.3, -0.3], [0.1, 0.0, 0.0], [0.0, 0.0, 0.1], [0.0, 0.0, -0.1], [-0.1, -0.3, -0.2], [0.4, -0.1, 0.7], [-0.2, 0.2, -0.2], [0.0, -0.1, -0.1], [-0.1, 0.0, 0.1], [0.1, 0.1, 0.0], [0.0, 0.2, -0.1], [0.0, 0.2, 0.0], [0.0, 0.0, 0.0], [0.0, 0.1, 0.0], [0.1, -0.1, 0.1], [0.0, -0.1, 0.0], [0.2, 0.0, -0.1], [-0.1, 0.2, -0.1], [0.0, 0.0, 0.0], [-0.1, 0.0, -0.4], [0.0, 0.0, 0.1], [0.2, 0.2, -0.2], [-0.1, 0.3, 0.1], [0.0, 0.0, 0.0], [0.1, -0.1, 0.0], [-0.2, 0.0, 0.1], [0.0, -0.1, 0.0], [0.0, 0.0, 0.0], [0.0, -0.1, -0.1], [-0.1, 0.2, 0.1], [-0.1, 0.0, 0.0], [0.0, 0.0, 0.0], [0.0, 0.0, 0.0], [0.0, 0.0, 0.0], [0.0, 0.0, 0.0], [0.0, 0.0, -0.1], [0.0, 0.0, 0.0], [0.0, 0.0, 0.0], [-0.1, -0.1, 0.2], [-0.1, 0.0, 0.0], [-0.1, 0.0, 0.1], [0.1, 0.0, 0.0], [0.0, -0.1, 0.1], [0.0, 0.0, 0.0], [0.1, 0.0, 0.1], [0.0, 0.0, 0.0], [0.0, 0.0, 0.0], [0.0, 0.1, 0.0], [0.0, 0.0, 0.1], [0.0, 0.0, 0.0], [0.1, 0.1, 0.1], [0.0, 0.0, 0.0], [0.0, -0.1, 0.0], [0.0, -0.1, 0.0], [0.0, -0.1, 0.0]], "max_force_ev_per_a": 0.8, "e_homo_ev": -9.009, "total_charge": 0}



Number 1: E_tot -854.52795 a.u.. Number 2: E_tot -6637.43297 a.u.. Number 3: E_tot -12255.41785 a.u..